No. 1
This record from OMol25 describes a molecular structure, C7H10O3. The level of theory is wB97M-V/def2-TZVPD.

Each line ends with the Mulliken charge.
Element x y z (Å)
1 O 0.243 -0.169 -3.063  -0.53
2 O 1.146 -2.135 -1.846  -0.74
3 O -0.939 -1.256 -0.850  -0.73
4 C -0.174 -1.456 2.513  0.10
5 C -0.465 0.974 -0.122  0.24
6 C -0.614 -0.964 1.499  -0.85
7 C -1.130 -0.373 0.257  0.25
8 C -0.277 1.934 1.041  -1.58
9 C 0.491 -0.405 -1.908  0.64
10 C 0.839 0.612 -0.842  -0.64
11 H 1.279 1.497 -1.319  0.42
12 H 0.041 2.917 0.669  0.43
13 H 0.493 1.572 1.737  0.34
14 H -1.214 2.063 1.601  0.37
15 H 1.558 0.162 -0.139  0.23
16 H 0.289 -1.823 3.413  0.44
17 H -2.212 -0.214 0.373  0.27
18 H -1.133 1.437 -0.862  0.43
19 H 1.821 -2.114 -1.158  0.34
20 H -0.043 -2.259 -0.992  0.58

## Properties
Maximum force = 4.00 eV/A
E_HOMO = -10.07 eV
Energy relative to the best compared isomer or geometry (same formula, charge and spin) = 98.3 kcal per mole
Calculated total energy = -13559.055 eV

***

No. 2
This record from OMol25 describes 5 unconnected molecules or ions with the total composition CH14N2O4. The level of theory is wB97M-V/def2-TZVPD.

Each line ends with the Mulliken charge.
Element x y z (Å)
1 O -1.964 -2.044 0.541  -0.60
2 O 0.918 2.813 0.189  -0.62
3 O -3.088 -0.049 -1.091  -0.69
4 O -1.559 0.929 1.137  -0.62
5 N 2.933 0.065 0.015  -0.60
6 N 1.369 -1.631 -0.830  -0.67
7 C 1.712 -0.680 0.257  -0.10
8 H 1.638 2.708 0.815  0.32
9 H 3.659 -0.609 -0.123  0.28
10 H -2.518 0.501 -0.528  0.35
11 H 2.868 0.510 -0.900  0.20
12 H -2.497 -1.254 0.365  0.34
13 H -2.471 -2.707 0.060  0.29
14 H 0.424 -1.973 -0.696  0.28
15 H -3.403 0.518 -1.799  0.30
16 H -1.700 1.825 1.458  0.26
17 H 1.459 -1.043 -1.652  0.22
18 H 0.873 -0.010 0.448  0.13
19 H 1.260 3.055 -0.672  0.29
20 H 1.912 -1.264 1.157  0.31
21 H -1.827 0.340 1.851  0.30

## Properties
Maximum force = 1.29 eV/A
E_HOMO = -8.91 eV
Energy relative to the best compared isomer or geometry (same formula, charge and spin) = 19.2 kcal per mole
Calculated total energy = -12434.219 eV

***

No. 3
This record from OMol25 describes 13 unconnected molecules or ions with the total composition C40H53Cl8F27O18. The level of theory is wB97M-V/def2-TZVPD.

Each line ends with the Mulliken charge.
Element x y z (Å)
1 Cl 3.100 -5.383 2.561  -0.23
2 Cl 2.453 -3.904 -2.601  -0.06
3 Cl -1.497 -3.179 3.745  -0.15
4 Cl 4.534 -2.237 -5.419  -0.20
5 Cl 3.237 -3.182 4.593  -0.17
6 Cl 2.252 -4.855 -5.441  -0.14
7 Cl -2.362 -0.665 4.970  -0.11
8 Cl 3.226 0.359 -5.518  -0.21
9 F 4.532 -0.473 2.696  -0.16
10 F -4.611 -2.720 -5.946  -0.27
11 F 0.928 0.360 -1.972  -0.07
12 F 2.412 -1.214 -1.530  -0.12
13 F 6.643 -0.282 -1.891  -0.26
14 F 4.943 1.109 1.343  -0.25
15 F 4.585 -0.916 0.620  -0.20
16 F -6.548 -3.053 1.562  -0.24
17 F -2.872 5.049 -4.324  -0.25
18 F -3.720 3.740 -5.766  -0.26
19 F 6.967 1.767 -1.424  -0.23
20 F -6.373 -1.623 -5.897  -0.26
21 F -0.062 3.501 1.701  -0.22
22 F -4.389 -0.661 -6.196  -0.19
23 F -7.143 0.034 1.389  -0.27
24 F -5.226 -0.605 1.866  -0.12
25 F 0.592 0.989 5.518  -0.27
26 F -0.803 3.997 3.693  -0.22
27 F 2.849 0.825 -1.041  -0.18
28 F 1.486 2.246 3.924  -0.22
29 F 1.711 0.053 3.923  -0.16
30 F -7.675 -4.424 0.285  -0.27
31 F -0.573 5.446 2.069  -0.26
32 F -5.751 1.345 2.317  -0.15
33 F 5.150 1.197 -2.566  -0.17
34 F -4.215 3.488 -3.614  -0.18
35 F -7.100 -2.474 -0.512  -0.21
36 O -2.966 2.923 2.247  -0.52
37 O -5.382 -4.579 -1.400  -0.58
38 O -5.675 -2.069 -3.161  -0.47
39 O 8.378 0.611 -3.853  -0.54
40 O 1.818 -1.049 1.144  -0.44
41 O 3.663 2.204 5.529  -0.36
42 O -1.329 2.668 -5.223  -0.34
43 O -3.881 -0.697 -3.538  -0.18
44 O -2.749 4.760 0.840  -0.28
45 O 6.580 1.783 -4.660  -0.28
46 O 3.222 0.190 6.201  -0.60
47 O -4.373 -4.162 0.599  -0.24
48 O 7.417 0.220 0.933  -0.10
49 O -7.883 -0.534 3.921  -0.24
50 O 0.104 0.222 0.482  0.07
51 O 6.994 -1.586 2.273  -0.60
52 O -1.884 2.441 -3.075  -0.43
53 O -5.702 -0.435 4.591  -0.53
54 C 6.450 0.968 -2.359  1.20
55 C 6.125 1.854 5.067  -0.93
56 C 6.996 0.510 -6.806  -0.86
57 C 2.900 1.140 5.528  0.14
58 C 7.284 1.081 -3.686  0.05
59 C -2.152 0.154 1.323  -0.77
60 C -3.125 -4.873 0.279  -0.47
61 C -6.556 -0.300 3.709  0.21
62 C -9.067 -0.327 6.060  -1.18
63 C 1.890 -0.088 -1.087  0.77
64 C 3.091 -5.026 -3.885  -0.41
65 C -2.093 2.889 -4.189  0.29
66 C 9.509 0.864 1.850  -1.20
67 C -4.074 4.627 0.385  0.32
68 C -5.016 5.154 1.475  -1.43
69 C -5.071 -1.567 -5.507  0.69
70 C -6.704 -3.510 0.293  0.85
71 C -5.377 -4.038 -0.279  0.49
72 C -1.974 -3.925 -0.154  -0.69
73 C 8.843 -0.023 0.832  -0.21
74 C -2.897 -2.160 4.253  0.38
75 C -6.214 0.151 2.297  0.94
76 C -0.904 4.245 2.366  0.84
77 C -8.335 -1.216 5.070  -0.26
78 C -2.306 3.893 1.836  0.39
79 C 3.590 -1.074 -4.456  0.51
80 C -3.652 -0.500 -2.156  0.59
81 C -4.579 0.434 -1.442  -0.53
82 C 5.137 -0.204 1.556  0.97
83 C -0.222 1.821 -5.126  -0.32
84 C 6.635 -0.587 1.628  0.07
85 C 1.660 1.142 4.694  1.23
86 C 5.035 2.324 5.989  -0.32
87 C 3.031 -3.554 2.863  0.71
88 C 1.309 -0.327 0.313  0.00
89 C 7.086 1.839 -6.016  -0.32
90 C -0.423 0.312 -4.921  -0.37
91 C -4.926 -1.453 -3.947  0.38
92 C -3.247 3.804 -4.483  0.84
93 C -0.621 0.126 1.639  0.45
94 H -0.382 0.999 2.245  -0.46
95 H -2.859 0.251 2.146  0.22
96 H 5.965 0.778 4.991  0.25
97 H 6.519 2.637 -6.496  0.34
98 H -4.810 1.291 -2.074  0.22
99 H 3.849 -3.069 2.329  -0.12
100 H -2.686 0.006 -2.148  0.08
101 H -0.314 -0.752 2.207  0.27
102 H -7.464 -1.606 5.596  0.29
103 H 0.452 -0.324 -5.051  0.19
104 H 6.085 2.243 4.049  0.23
105 H -3.246 -5.643 -0.483  0.35
106 H -3.367 -1.410 -1.627  -0.38
107 H 4.096 -0.787 -3.535  -0.20
108 H 5.940 0.251 -6.885  0.10
109 H -2.494 -0.685 0.717  0.05
110 H 5.098 3.403 6.130  0.31
111 H -2.313 0.957 0.603  0.12
112 H -2.282 -3.473 -1.096  0.21
113 H -8.428 0.445 6.489  0.29
114 H 2.072 -3.200 2.485  -0.20
115 H 8.128 2.157 -6.044  0.34
116 H -4.834 6.209 1.681  0.37
117 H -3.510 -1.797 3.428  -0.61
118 H -9.499 -0.851 6.912  0.38
119 H -9.757 0.231 5.427  0.30
120 H -1.890 -3.030 0.462  -0.05
121 H 5.152 1.884 6.980  0.33
122 H 3.024 -6.064 -3.561  0.36
123 H 0.476 2.158 -4.360  0.33
124 H -5.036 4.573 2.397  0.34
125 H -4.332 3.598 0.132  -0.07
126 H -4.234 0.784 -0.468  -0.08
127 H -0.856 0.118 -3.940  -0.23
128 H 9.108 -1.061 1.032  0.32
129 H -4.208 5.324 -0.443  0.36
130 H 9.306 0.435 2.831  0.31
131 H 9.199 0.284 -0.152  0.30
132 H 2.639 -1.480 -4.112  0.07
133 H 7.104 2.099 5.477  0.42
134 H 4.113 -4.708 -4.091  0.23
135 H 9.220 1.915 1.840  0.29
136 H -6.009 5.116 1.027  0.44
137 H -1.005 -4.361 -0.399  0.53
138 H 7.560 -0.227 -6.235  0.28
139 H -1.121 -0.014 -5.693  0.38
140 H 7.428 0.522 -7.807  0.40
141 H -2.674 -5.309 1.170  0.34
142 H 10.592 0.791 1.749  0.42
143 H -5.579 0.019 -1.314  0.36
144 H 0.328 2.042 -6.040  0.33
145 H -8.887 -2.095 4.738  0.37
146 H -3.447 -2.724 5.007  0.49

## Properties
Maximum force = 5.15 eV/A
E_HOMO = -10.45 eV
Energy relative to the best compared isomer or geometry (same formula, charge and spin) = 76.3 kcal per mole
Calculated total energy = -252745.941 eV

***

No. 4
This record from OMol25 describes a molecular structure, C18H27BBr2ClF8IN2O4S. The level of theory is wB97M-V/def2-TZVPD.

Each line ends with the Mulliken charge.
Element x y z (Å)
1 I -2.849 -1.000 -1.714  0.25
2 Br 0.210 -1.211 3.031  -0.04
3 Br -3.763 -4.306 -1.868  -0.31
4 Cl 0.701 -4.643 0.972  -0.56
5 S 2.411 -2.140 1.215  -0.11
6 F 1.249 -2.812 -3.701  -0.26
7 F -4.697 0.145 4.372  -0.25
8 F 2.901 -1.616 -4.392  -0.32
9 F -3.840 1.001 6.144  -0.26
10 F -1.829 0.637 4.616  -0.24
11 F -4.880 2.278 4.767  -0.26
12 F -2.406 2.781 4.361  -0.32
13 F 2.803 -2.098 -2.316  -0.19
14 O -0.196 -2.314 0.582  -0.22
15 O 1.134 2.312 1.610  -0.53
16 O -1.876 -5.026 -0.048  -0.33
17 O 2.122 0.447 -2.491  -0.37
18 N -0.535 1.595 -0.967  -0.42
19 N -0.439 0.369 -0.262  1.87
20 C 4.142 0.534 0.510  -0.62
21 C 2.033 -1.795 -3.359  0.58
22 C -1.635 0.416 0.683  -1.59
23 C -0.207 -2.185 -0.815  1.21
24 C 0.734 -1.380 1.169  0.11
25 C 0.479 2.582 -1.257  -0.32
26 C 3.187 0.904 1.689  -0.53
27 C -0.851 -3.392 -1.565  -1.57
28 C -0.186 -0.513 -2.753  -1.24
29 C 0.293 3.123 -2.683  -1.63
30 C -2.730 1.487 4.101  0.89
31 C -1.530 1.403 1.857  -0.41
32 C -2.901 1.315 2.601  -1.36
33 C 1.276 -0.454 -3.182  -0.80
34 C 0.839 -0.018 0.412  -0.19
35 C -4.072 1.222 4.846  0.55
36 C -1.958 -4.285 -0.943  0.02
37 C -0.671 -0.760 -1.315  -1.06
38 B 1.673 1.069 1.275  0.70
39 H 0.613 2.365 -3.403  0.22
40 H -0.756 1.235 2.592  0.37
41 H 0.341 3.467 -0.617  0.63
42 H -3.268 0.292 2.471  0.55
43 H -0.038 -4.120 -1.665  0.67
44 H 4.874 1.343 0.404  0.38
45 H 1.533 2.324 -1.168  0.12
46 H -1.349 1.687 -1.551  0.31
47 H -0.742 3.408 -2.881  0.39
48 H 0.859 -2.242 -1.089  -0.10
49 H 3.563 1.837 2.112  0.46
50 H 2.205 -3.195 0.380  0.13
51 H -1.881 -0.569 1.073  0.79
52 H 4.735 -0.350 0.733  0.29
53 H -1.133 -3.163 -2.590  0.76
54 H 1.561 -0.242 -0.383  -0.83
55 H 0.983 3.955 -2.830  0.47
56 H 1.254 -0.087 -4.217  0.51
57 H -1.472 2.419 1.469  0.10
58 H 3.641 0.453 -0.454  -0.10
59 H -3.625 2.034 2.223  0.57
60 H 3.260 0.158 2.489  0.34
61 H -0.700 0.342 -3.191  0.75
62 H -0.611 -1.327 -3.343  0.72
63 H 2.979 0.440 -2.936  0.43
64 H 1.504 2.981 1.023  0.39
65 H -2.467 0.882 0.168  0.84

## Properties
Maximum force = 3.15 eV/A
E_HOMO = -6.69 eV
Calculated total energy = -224229.765 eV